Formula: C9H22N5O
Source: the OMol25 dataset
Level of theory: ωB97M-V with the def2-TZVPD basis set

Geometry (Å):
C (0.53, 0.16, 1.80)
C (-0.44, 1.01, 1.40)
C (1.70, -0.24, 1.00)
C (-0.83, 1.30, -0.09)
C (0.64, -0.72, -0.92)
C (-0.18, 2.70, -0.55)
C (1.63, -0.61, -2.06)
C (-0.76, -2.72, 0.09)
C (-3.06, 0.44, -0.05)
N (-0.45, 0.16, -1.02)
N (-1.47, 1.52, 2.23)
N (2.32, -1.39, 1.35)
N (2.58, 0.77, 0.56)
N (-0.01, -2.13, -1.08)
O (-2.19, 1.53, -0.29)
H (0.75, 0.15, 2.88)
H (0.24, 2.73, -1.60)
H (0.76, 3.05, -0.02)
H (-0.96, 3.42, -0.46)
H (2.06, 0.40, -2.30)
H (1.02, -0.75, -3.00)
H (2.51, -1.16, -2.03)
H (-1.79, -3.22, -0.32)
H (-0.14, -3.44, 0.56)
H (-1.10, -1.95, 0.77)
H (-2.62, -0.09, 0.73)
H (-3.25, -0.09, -0.99)
H (-3.97, 0.83, 0.33)
H (-0.80, 0.23, -1.96)
H (-1.23, 1.82, 3.18)
H (-2.05, 2.22, 1.84)
H (2.24, -1.77, 2.32)
H (3.15, -1.56, 0.71)
H (2.12, 1.72, 0.27)
H (3.27, 0.50, -0.03)
H (-0.83, -2.10, -1.73)
H (0.59, -2.74, -1.52)

Results
Kohn-Sham gap, Eh: 0.3142
Strongest force on any atom, hartree/bohr: 0.1080
HOMO energy, eV: -11.1760
Multiplicity: 1
Energy, eV: -19177.829
Energy above the lowest of the compared OMol25 structures with the same formula, charge and spin, eV: 3.174
Charge: +1

=====

Formula: C9H22O11PS
Source: the OMol25 dataset
Level of theory: ωB97M-V with the def2-TZVPD basis set

Geometry (Å):
O (3.54, -1.30, -0.10)
P (2.07, -1.48, 0.47)
O (1.04, -0.35, -0.43)
O (1.88, -1.10, 2.16)
S (1.25, -3.47, 0.06)
C (1.71, -3.90, -1.70)
O (1.46, -2.72, -2.55)
O (2.66, -2.26, -2.85)
C (-0.61, -3.21, 0.26)
O (-1.44, -4.21, -0.44)
C (-2.52, -4.74, 0.40)
O (-3.88, -4.24, 0.03)
C (-3.98, -2.79, 0.24)
C (-3.97, -2.10, -1.28)
O (-3.37, -0.75, -1.31)
H (0.99, 0.51, 0.10)
H (2.21, -1.92, 2.66)
H (2.87, -4.18, -1.73)
H (1.06, -4.80, -2.11)
H (2.55, -1.33, -3.22)
H (-0.88, -2.15, -0.22)
H (-0.82, -3.10, 1.41)
H (-2.36, -4.64, 1.56)
H (-2.56, -5.91, 0.18)
H (-5.04, -2.46, 0.70)
H (-3.17, -2.33, 0.96)
H (-3.29, -2.80, -1.94)
H (-5.06, -2.03, -1.75)
H (-2.50, -0.71, -0.83)
C (1.35, 6.52, -1.10)
C (0.47, 6.62, 0.13)
O (0.23, 5.33, 0.70)
C (1.26, 4.77, 1.38)
O (2.37, 5.28, 1.54)
O (0.88, 3.55, 1.82)
C (1.92, 2.81, 2.45)
H (0.92, 5.83, -1.83)
H (1.47, 7.50, -1.57)
H (2.35, 6.14, -0.86)
H (-0.50, 7.03, -0.15)
H (0.90, 7.30, 0.88)
H (2.37, 3.39, 3.27)
H (2.68, 2.53, 1.71)
H (1.49, 1.90, 2.87)

Results
Kohn-Sham gap, Eh: 0.2900
Strongest force on any atom, hartree/bohr: 0.1440
HOMO energy, eV: -12.7905
Multiplicity: 1
Energy, eV: -52322.227
Charge: +1

=====

Formula: C9H23AlIO3P2
Source: the OMol25 dataset
Level of theory: ωB97M-V with the def2-TZVPD basis set

Geometry (Å):
C (1.08, -0.28, 3.95)
C (-0.06, 0.26, 3.10)
C (0.22, 0.21, 1.61)
C (-0.92, 0.86, 0.81)
Al (-1.12, 0.25, -1.11)
I (-0.48, 2.22, -2.74)
C (-0.20, -1.47, -1.59)
C (1.21, -1.43, -2.19)
C (2.33, -1.06, -1.22)
C (2.48, 0.44, -1.05)
C (3.65, -1.56, -1.84)
P (-3.47, -0.06, -1.51)
P (-4.52, 1.71, -0.83)
O (-5.67, 2.09, -1.64)
O (-3.51, 2.95, -0.78)
O (-4.97, 1.51, 0.71)
H (0.71, -0.59, 4.92)
H (1.54, -1.16, 3.51)
H (1.84, 0.46, 4.15)
H (-0.22, 1.30, 3.34)
H (-0.97, -0.29, 3.35)
H (0.41, -0.81, 1.29)
H (1.11, 0.83, 1.47)
H (-0.82, 1.94, 0.89)
H (-1.85, 0.62, 1.31)
H (-0.84, -1.93, -2.35)
H (-0.20, -2.18, -0.77)
H (1.44, -2.44, -2.54)
H (1.28, -0.78, -3.05)
H (2.20, -1.55, -0.27)
H (1.61, 0.90, -0.59)
H (3.38, 0.69, -0.49)
H (2.58, 0.87, -2.04)
H (3.60, -1.36, -2.91)
H (4.50, -0.99, -1.48)
H (3.80, -2.62, -1.69)
H (-3.93, -0.97, -0.53)
H (-2.71, 2.66, -0.30)
H (-4.50, 0.75, 1.11)

Results
Kohn-Sham gap, Eh: 0.2912
Strongest force on any atom, hartree/bohr: 0.0204
HOMO energy, eV: -5.1389
Multiplicity: 1
Energy, eV: -49131.039
Charge: -1

=====

Formula: C9H23BBr8Na3O
Source: the OMol25 dataset
Level of theory: ωB97M-V with the def2-TZVPD basis set

Geometry (Å):
Na (-25.21, 8.72, -6.91)
Na (-22.30, 8.91, -4.70)
Na (-23.06, 5.81, -6.81)
B (-20.65, 6.55, -5.61)
H (-20.83, 5.87, -6.43)
H (-21.20, 7.44, -5.85)
H (-21.06, 6.09, -4.72)
H (-19.67, 7.00, -5.53)
C (-24.44, 6.49, -3.80)
O (-24.40, 7.37, -4.92)
H (-24.18, 6.95, -2.84)
H (-25.45, 6.15, -3.55)
H (-23.84, 5.59, -3.92)
Br (-25.46, 13.07, -2.39)
C (-26.28, 11.30, -1.90)
C (-25.53, 10.10, -2.55)
Br (-23.73, 9.94, -1.77)
H (-27.30, 11.34, -2.29)
H (-26.29, 11.19, -0.81)
H (-25.31, 10.23, -3.61)
H (-26.02, 9.13, -2.51)
Br (-23.01, 2.96, -4.37)
C (-21.64, 3.25, -3.00)
C (-20.20, 2.93, -3.40)
Br (-19.00, 3.26, -1.88)
H (-21.94, 2.63, -2.16)
H (-21.59, 4.32, -2.83)
H (-19.86, 3.58, -4.20)
H (-20.15, 1.89, -3.71)
Br (-21.89, 4.39, 0.34)
C (-23.83, 4.47, 0.29)
C (-24.22, 5.90, 0.09)
Br (-24.45, 6.65, 1.89)
H (-24.33, 4.08, 1.17)
H (-24.11, 3.74, -0.47)
H (-25.12, 6.00, -0.51)
H (-23.40, 6.39, -0.43)
Br (-25.49, 3.58, -6.70)
C (-27.43, 4.04, -6.94)
C (-27.92, 5.23, -6.16)
Br (-29.90, 5.28, -6.43)
H (-28.08, 3.24, -6.58)
H (-27.62, 4.44, -7.94)
H (-27.38, 6.12, -6.47)
H (-27.58, 5.08, -5.14)

Results
Kohn-Sham gap, Eh: 0.2349
Strongest force on any atom, hartree/bohr: 0.1031
HOMO energy, eV: -11.5877
Multiplicity: 1
Energy, eV: -586011.514
Energy above the lowest of the compared OMol25 structures with the same formula, charge and spin, eV: 3.411
Charge: +1

=====

Formula: C9H23N3P
Source: the OMol25 dataset
Level of theory: ωB97M-V with the def2-TZVPD basis set

Geometry (Å):
C (-0.32, 3.28, -2.25)
C (0.22, 2.88, -3.22)
C (0.65, 1.98, -4.28)
C (0.51, -0.04, -1.75)
C (1.06, -2.13, -0.82)
C (-2.22, -0.51, -0.14)
C (-1.84, 1.31, 1.61)
C (2.26, -1.04, 2.14)
C (0.17, -1.53, 3.26)
N (0.62, -0.84, -0.57)
N (-1.31, 0.14, 0.86)
N (0.86, -1.00, 2.11)
P (0.29, -0.17, 0.87)
H (0.90, 1.11, 0.89)
H (-0.58, 3.62, -1.24)
H (-0.30, 1.54, -4.76)
H (1.26, 1.14, -3.89)
H (1.21, 2.39, -5.01)
H (0.22, 1.02, -1.57)
H (1.39, 0.00, -2.37)
H (-0.17, -0.58, -2.40)
H (2.07, -2.03, -1.20)
H (1.07, -2.60, 0.17)
H (0.60, -2.64, -1.62)
H (-3.15, -0.61, 0.37)
H (-2.27, 0.24, -0.94)
H (-1.67, -1.46, -0.51)
H (-2.11, 2.21, 0.88)
H (-2.72, 0.97, 2.09)
H (-1.11, 1.68, 2.17)
H (2.61, -2.13, 1.94)
H (2.80, -0.42, 1.35)
H (2.52, -0.81, 3.24)
H (0.36, -2.64, 3.48)
H (0.37, -1.06, 4.30)
H (-0.85, -1.44, 3.14)

Results
Kohn-Sham gap, Eh: 0.3879
Strongest force on any atom, hartree/bohr: 0.1172
HOMO energy, eV: -12.9061
Multiplicity: 1
Energy, eV: -23455.167
Energy above the lowest of the compared OMol25 structures with the same formula, charge and spin, eV: 2.198
Charge: +1

=====

Formula: C9H23N5O6Zn
Source: the OMol25 dataset
Level of theory: ωB97M-V with the def2-TZVPD basis set

Geometry (Å):
O (0.43, -0.62, -3.05)
H (0.35, -1.09, -3.90)
Zn (0.75, 0.67, 0.02)
N (1.48, -1.58, -0.67)
N (-0.46, -1.96, 0.83)
N (0.75, 2.65, 0.21)
N (-1.09, 1.14, 1.24)
O (2.68, -1.45, -1.06)
O (1.62, 3.32, -0.51)
O (-1.93, 0.44, 2.02)
O (-1.62, -2.02, 1.40)
C (-0.17, -3.04, 0.05)
C (0.96, -2.85, -0.76)
C (-0.15, 3.29, 0.96)
C (-1.16, 2.46, 1.54)
C (1.61, -3.90, -1.59)
H (1.41, -3.78, -2.67)
H (1.29, -4.92, -1.33)
H (2.69, -3.83, -1.43)
C (-0.99, -4.28, 0.08)
H (-1.89, -4.18, -0.55)
H (-1.30, -4.48, 1.11)
H (-0.43, -5.15, -0.29)
C (-0.01, 4.75, 1.20)
C (-2.14, 3.06, 2.49)
H (0.68, 5.21, 0.48)
H (0.36, 4.93, 2.21)
H (-0.98, 5.26, 1.14)
H (-2.78, 2.26, 2.86)
H (-2.73, 3.83, 1.96)
H (-1.63, 3.55, 3.34)
H (1.66, 2.18, -1.47)
H (-1.81, -0.55, 1.75)
C (-1.40, -0.07, -2.04)
H (-1.62, -1.15, -1.85)
H (-1.64, 0.32, -3.03)
H (-1.72, 0.54, -1.08)
O (1.58, 1.15, -1.67)
H (1.37, -0.87, -2.78)
H (0.96, 0.96, -2.43)
N (1.64, 0.02, 1.63)
H (1.31, -0.92, 1.92)
H (1.45, 0.73, 2.34)
H (2.63, -0.03, 1.38)

Results
Kohn-Sham gap (alpha / beta), Eh: 0.2796 / 0.2499
Strongest force on any atom, hartree/bohr: 0.0820
HOMO energy (alpha / beta), eV: -7.5954 / -7.6265
Multiplicity: 1
Energy, eV: -77850.733
Energy above the lowest of the compared OMol25 structures with the same formula, charge and spin, eV: 0.000

=====

energy of number 6 (C9H23N5O6Zn)? -77850.733 eV

=====

What did the fifth record say?
Formula: C9H23N3P
Source: the OMol25 dataset
Level of theory: ωB97M-V with the def2-TZVPD basis set

Geometry (Å):
C (-0.32, 3.28, -2.25)
C (0.22, 2.88, -3.22)
C (0.65, 1.98, -4.28)
C (0.51, -0.04, -1.75)
C (1.06, -2.13, -0.82)
C (-2.22, -0.51, -0.14)
C (-1.84, 1.31, 1.61)
C (2.26, -1.04, 2.14)
C (0.17, -1.53, 3.26)
N (0.62, -0.84, -0.57)
N (-1.31, 0.14, 0.86)
N (0.86, -1.00, 2.11)
P (0.29, -0.17, 0.87)
H (0.90, 1.11, 0.89)
H (-0.58, 3.62, -1.24)
H (-0.30, 1.54, -4.76)
H (1.26, 1.14, -3.89)
H (1.21, 2.39, -5.01)
H (0.22, 1.02, -1.57)
H (1.39, 0.00, -2.37)
H (-0.17, -0.58, -2.40)
H (2.07, -2.03, -1.20)
H (1.07, -2.60, 0.17)
H (0.60, -2.64, -1.62)
H (-3.15, -0.61, 0.37)
H (-2.27, 0.24, -0.94)
H (-1.67, -1.46, -0.51)
H (-2.11, 2.21, 0.88)
H (-2.72, 0.97, 2.09)
H (-1.11, 1.68, 2.17)
H (2.61, -2.13, 1.94)
H (2.80, -0.42, 1.35)
H (2.52, -0.81, 3.24)
H (0.36, -2.64, 3.48)
H (0.37, -1.06, 4.30)
H (-0.85, -1.44, 3.14)

Results
Kohn-Sham gap, Eh: 0.3879
Strongest force on any atom, hartree/bohr: 0.1172
HOMO energy, eV: -12.9061
Multiplicity: 1
Energy, eV: -23455.167
Energy above the lowest of the compared OMol25 structures with the same formula, charge and spin, eV: 2.198
Charge: +1